# C90H190N10O10

A structure of composition C90H190N10O10 (ωB97M-V/def2-TZVPD, the OMol25 dataset).

Calculated total energy in eV: -131715.82347
HOMO in eV: -7.888
Frontier orbital gap in eV: 8.2

```
300
Properties=species:S:1:pos:R:3:forces:R:3
C -5.21692 3.21674 -3.03638 -1.178 0.153 -1.545
C -6.11362 3.76222 -1.93321 0.055 -0.084 1.907
C -5.21689 4.26035 -0.79010 0.450 0.494 0.735
C -4.67001 5.61435 -1.02691 0.164 0.192 -0.157
C -5.75357 6.62513 -1.15192 -0.593 -3.181 -2.229
C -6.67322 6.28213 -2.44858 1.496 0.941 2.413
N -7.06426 4.84165 -2.33985 2.087 1.492 1.258
O -7.97987 4.44823 -3.29153 -0.510 -0.266 -0.900
C -7.89885 7.18564 -2.16718 -0.356 -0.576 -1.117
C -5.85293 6.80480 -3.74798 -1.123 -2.506 -0.155
C -6.93736 2.72921 -1.13450 -0.711 0.357 -0.181
H -5.89037 2.86751 -3.81907 -0.131 -0.376 -0.136
H -4.53222 2.39197 -2.83879 -0.083 0.221 0.573
H -4.71098 4.02185 -3.56922 0.442 0.069 0.405
H -5.66568 4.37822 0.19621 -0.981 -0.450 -0.074
H -4.41384 3.55508 -0.57610 0.061 -0.324 -0.509
H -4.20312 5.58485 -2.01141 0.927 0.357 0.194
H -4.03242 5.88215 -0.18438 0.643 0.086 -0.336
H -5.34230 7.60665 -1.38765 -0.317 -6.281 -0.619
H -6.29206 6.87868 -0.23877 -0.648 -0.827 0.298
H -8.28012 7.51446 -3.13392 -0.507 0.194 0.023
H -8.68746 6.67880 -1.61101 0.037 -0.312 -0.089
H -7.69780 8.08167 -1.57997 0.323 -1.057 -0.031
H -6.48393 6.66812 -4.62620 -0.582 0.639 -0.015
H -5.38314 7.78826 -3.76184 -0.552 -0.531 -0.019
H -5.11574 6.05846 -4.04397 0.575 0.045 0.602
H -6.34445 2.22589 -0.37080 0.268 -0.638 -0.644
H -7.59094 2.08708 -1.72491 0.242 -0.248 0.039
H -7.56188 3.35003 -0.49211 -0.410 0.023 -0.191
H -8.79552 4.68183 -2.84237 -0.469 -0.278 -0.285
C -6.53957 9.22119 -7.56694 -1.148 1.046 -0.481
C -5.99599 10.44630 -6.73839 -0.387 -2.906 1.025
C -4.64751 10.81051 -7.33801 -0.725 1.827 0.873
C -4.23633 12.16073 -6.73125 1.460 -0.929 0.515
C -5.21035 13.26807 -6.99455 -0.377 -1.334 -0.640
C -6.70382 12.88402 -6.44980 2.337 1.262 2.184
N -6.99908 11.54472 -6.74369 -0.146 -2.139 -2.389
O -8.35118 11.18304 -6.44099 0.839 0.076 -1.199
C -6.69899 12.99052 -4.86872 -0.219 -0.315 -2.759
C -7.66183 13.86755 -7.02828 -0.681 0.968 -2.323
C -5.73676 9.81946 -5.28663 -1.345 1.335 -1.522
H -5.98667 8.28183 -7.56979 0.646 0.421 0.273
H -6.65684 9.56041 -8.59615 0.162 -0.067 -0.211
H -7.55272 8.92729 -7.29262 -0.069 0.202 0.408
H -3.85991 10.10152 -7.08281 -0.382 -0.370 -0.044
H -4.70457 10.92181 -8.42082 -0.054 -0.069 -0.114
H -3.24725 12.28898 -7.17098 0.096 0.955 -0.096
H -4.00988 12.09002 -5.66738 -0.171 -0.377 0.321
H -5.10053 13.28941 -8.07880 -1.309 0.360 -0.430
H -4.76934 14.22139 -6.70337 -0.686 -0.169 0.421
H -6.25426 12.14383 -4.34582 0.199 0.088 -0.683
H -6.17635 13.88941 -4.54166 -0.560 -0.727 -5.368
H -7.68244 13.09401 -4.41022 0.726 -0.029 -0.472
H -7.42312 14.10930 -8.06398 0.469 -0.609 -0.446
H -8.68783 13.51749 -7.14169 0.082 0.089 0.624
H -7.60090 14.89438 -6.66771 -0.144 -0.269 0.966
H -6.68562 10.00081 -4.78178 -0.034 -0.724 -0.261
H -5.03737 10.36795 -4.65566 0.263 -0.681 -0.757
H -5.61273 8.75195 -5.46867 0.462 0.346 0.612
H -8.53903 11.05895 -5.50776 0.651 0.066 0.842
C -6.35612 10.08168 3.85413 -3.045 4.414 2.671
C -7.26824 11.03734 4.58432 -1.608 -0.114 0.085
C -8.69610 10.45125 4.30251 0.837 -0.955 1.667
C -9.77740 10.86475 5.27939 -0.055 1.156 -0.532
C -9.29148 10.72785 6.71852 -1.461 -0.355 -1.087
C -8.02290 11.48087 7.00129 1.366 -1.254 2.251
N -7.01377 10.96594 6.05531 -1.416 -1.596 -0.642
O -5.69886 11.25536 6.41046 -0.426 0.278 0.261
C -8.14028 12.97871 7.13259 -2.142 0.653 -0.104
C -7.67196 10.92383 8.44609 1.011 -1.208 -0.337
C -7.30341 12.46634 4.00649 -0.661 0.433 3.100
H -5.27724 10.21359 3.93615 -1.711 1.935 0.236
H -6.56668 10.14250 2.78640 -2.084 1.617 1.710
H -6.44363 9.09483 4.30861 -2.474 1.518 -0.889
H -8.94195 10.53385 3.24381 0.170 0.132 0.347
H -8.69334 9.39853 4.58514 0.696 -0.578 -0.675
H -10.61929 10.21342 5.04468 -0.347 0.219 0.341
H -10.05937 11.90301 5.10446 -0.399 0.177 -0.032
H -9.17036 9.66140 6.90858 0.575 -0.094 0.042
H -10.08784 10.98860 7.41561 0.008 0.494 0.000
H -7.26375 13.59278 7.33927 0.156 -0.341 -0.221
H -8.78335 13.39949 6.35961 0.713 0.238 -0.801
H -8.85854 13.15420 7.93348 0.371 -0.053 0.751
H -6.91125 11.45137 9.02153 -0.030 0.251 -0.265
H -8.46019 10.61746 9.13378 -0.884 1.183 -0.232
H -7.31477 9.90246 8.31448 0.777 -0.006 -0.455
H -8.34212 12.79485 3.97066 -0.184 0.243 -0.037
H -6.86400 12.66101 3.02817 -0.131 0.185 4.358
H -6.80704 13.01549 4.80659 -1.397 0.877 -0.441
H -5.66605 12.19828 6.23319 0.797 0.389 0.402
C -4.03997 18.87670 -2.88986 -0.683 -0.347 0.343
C -5.27732 18.17025 -2.06518 -0.925 1.701 -1.836
C -6.70756 18.62248 -2.71416 0.861 -0.183 -0.564
C -7.19052 17.92751 -4.02290 2.276 0.117 0.202
C -7.07178 16.46481 -3.74325 2.732 1.529 -1.593
C -5.68101 15.93034 -3.29889 -0.776 -1.152 -0.225
N -5.22446 16.68464 -2.13015 -1.130 1.899 0.105
O -3.99251 16.29474 -1.62744 0.958 -0.729 -0.085
C -5.87591 14.47024 -2.82728 1.517 1.640 0.900
C -4.70378 15.73905 -4.49034 1.565 2.133 0.770
C -5.31295 18.57293 -0.52983 0.790 -1.097 -1.762
H -3.05926 18.81702 -2.41792 -0.150 -0.612 0.394
H -4.08887 19.94340 -3.10858 -0.916 0.263 0.518
H -3.91470 18.48426 -3.89902 -0.214 -0.500 0.148
H -7.52926 18.40754 -2.03100 0.249 -0.014 0.559
H -6.71185 19.69984 -2.87961 0.257 0.107 0.256
H -6.54229 18.05445 -4.88997 0.170 1.041 -0.103
H -8.17976 18.30195 -4.28613 -0.163 -0.307 0.055
H -7.27898 15.84254 -4.61385 -0.018 0.121 -0.718
H -7.95667 16.14159 -3.19496 9.822 6.282 2.775
H -6.56588 14.40347 -1.98610 -0.016 2.617 -3.596
H -6.13692 13.82982 -3.66980 0.413 1.029 5.555
H -4.97809 13.99107 -2.43688 0.584 0.722 -0.219
H -3.83058 15.25728 -4.05044 -0.069 -0.770 -0.396
H -5.01163 15.34243 -5.45781 -0.484 -0.263 0.797
H -4.22220 16.68133 -4.75168 -0.324 0.438 -0.196
H -5.31695 19.62285 -0.23700 -0.289 0.049 -0.590
H -4.35987 18.16388 -0.19454 -0.222 -0.118 0.687
H -6.18054 18.02211 -0.16653 0.203 0.134 0.548
H -4.23778 15.82543 -0.82668 0.236 -0.233 0.251
C -4.06814 14.66164 6.97640 0.036 0.535 -1.768
C -3.12248 14.45913 5.71907 -0.350 -2.810 -0.094
C -3.37305 12.95378 5.30271 0.393 1.405 0.388
C -4.51594 12.70942 4.39523 -0.603 0.043 -0.948
C -4.49152 13.54632 3.12458 0.916 2.023 0.751
C -4.28560 15.07632 3.46171 -0.357 -0.062 -1.666
N -3.28302 15.30845 4.43974 1.638 -3.635 2.709
O -3.07398 16.63517 4.65620 -0.048 1.827 0.971
C -3.72240 15.80288 2.18165 -0.743 0.562 -0.289
C -5.66615 15.61887 3.85219 0.121 0.207 0.337
C -1.64080 14.40967 6.22619 -0.885 2.973 -1.201
H -4.06333 13.84247 7.69545 1.198 0.183 0.257
H -5.10772 14.53382 6.67466 -0.287 0.884 -0.339
H -3.82607 15.65091 7.36479 -0.578 -0.145 0.510
H -2.45017 12.58947 4.85142 0.136 -0.106 -0.275
H -3.51198 12.38891 6.22450 0.187 -0.070 0.053
H -5.53631 12.79980 4.76775 1.984 0.398 0.356
H -4.42696 11.66512 4.09585 -0.978 0.949 0.982
H -5.45103 13.46826 2.61338 0.935 1.085 0.432
H -3.74349 13.21661 2.40358 -0.483 0.644 0.689
H -3.40941 16.84694 2.19122 -0.614 0.566 1.216
H -2.77582 15.46374 1.76085 -0.539 -1.217 -0.130
H -4.56718 15.90010 1.49975 0.205 -0.588 -0.710
H -5.98803 15.11981 4.76621 -0.014 0.033 0.083
H -5.62071 16.68728 4.06319 -0.110 0.027 -0.108
H -6.43200 15.39246 3.11035 0.066 0.218 -0.226
H -1.29853 13.58100 6.84606 -0.429 0.084 -0.179
H -1.54208 15.38845 6.69558 0.411 -0.166 0.979
H -1.02735 14.62934 5.35238 0.320 -0.925 -0.206
H -2.51189 16.91139 3.92863 0.290 0.131 0.087
C -5.92938 13.58804 -0.31486 -0.160 -1.506 2.759
C -6.46603 12.18187 0.11544 -1.160 0.511 -0.137
C -7.87966 11.99323 -0.50959 0.941 -0.630 0.666
C -7.92861 11.57928 -1.95036 3.877 -4.141 4.082
C -7.13033 10.32253 -2.22265 2.724 1.609 0.624
C -5.64634 10.41089 -1.64545 1.191 -0.255 -0.791
N -5.59726 11.08481 -0.30347 -1.432 -0.296 0.850
O -4.32835 11.16514 0.42535 -11.302 10.228 -3.885
C -5.09182 8.94602 -1.53040 0.252 4.544 -1.305
C -4.69708 11.17910 -2.59889 -1.020 0.454 0.450
C -6.81192 12.14222 1.65374 1.594 -1.742 -4.661
H -6.19594 14.30312 0.46342 -0.828 0.400 -0.126
H -6.30493 13.84049 -1.30649 1.067 -2.228 4.153
H -4.84786 13.70536 -0.24676 0.298 -0.653 -0.509
H -8.45834 11.24439 0.03122 0.804 0.099 0.155
H -8.40739 12.92923 -0.32657 -0.138 0.268 -0.136
H -7.90785 12.49150 -2.54663 4.112 -1.093 1.452
H -8.95143 11.25237 -2.13760 1.810 -2.338 1.290
H -7.02915 10.27183 -3.30675 0.015 -0.395 0.427
H -7.60645 9.39911 -1.89294 -0.038 1.334 0.023
H -4.03571 8.92195 -1.26171 -0.650 0.193 -1.448
H -5.51930 8.32387 -0.74409 -0.615 4.209 0.810
H -5.16993 8.29215 -2.39898 -0.155 2.287 -0.732
H -4.05049 10.59103 -3.25018 -1.364 -0.626 -0.463
H -5.18540 11.99803 -3.12710 0.203 -0.377 0.032
H -3.84411 11.64599 -2.10641 -2.966 1.006 1.834
H -7.06978 11.13554 1.98268 -0.886 0.564 -1.015
H -7.58211 12.81936 2.02304 -0.162 0.201 -2.286
H -5.86763 12.24947 2.18754 -0.851 -0.050 -1.017
H -4.44967 10.41379 1.01046 -1.608 2.600 0.323
C -13.93755 9.55246 2.95549 -0.704 -1.399 1.190
C -13.31522 10.41927 1.82131 -2.873 -1.174 1.553
C -12.66843 11.58862 2.47175 0.993 1.527 1.005
C -11.57454 12.30202 1.67373 -1.108 -1.611 0.931
C -10.60179 11.22176 1.28636 0.220 2.211 -0.343
C -11.16037 10.12466 0.38663 -0.051 0.241 1.499
N -12.42197 9.56845 1.11899 5.073 1.171 0.049
O -12.96818 8.55266 0.40921 -1.133 -1.052 -0.946
C -11.54228 10.41164 -1.06067 -0.566 0.474 -0.250
C -9.93241 9.18657 0.37395 -1.957 -1.739 -0.497
C -14.46759 10.97822 1.03563 -0.482 0.411 -0.933
H -14.28104 8.54734 2.71090 0.653 -0.320 -1.087
H -14.88658 9.77747 3.44213 -0.201 1.571 -0.329
H -13.32258 9.36304 3.83530 0.760 0.280 -0.214
H -13.34953 12.41409 2.67864 -0.790 -0.537 0.167
H -12.32049 11.26581 3.45299 0.559 0.130 0.007
H -11.16068 13.01777 2.38401 0.249 0.394 -0.514
H -12.08319 12.74519 0.81759 0.523 0.452 -0.161
H -10.14552 10.80922 2.18623 -0.746 -0.319 -0.123
H -9.75842 11.77250 0.86982 -0.272 -0.525 -0.529
H -10.92566 11.09917 -1.63962 0.209 -0.130 0.687
H -11.59436 9.49119 -1.64217 0.081 -0.184 0.152
H -12.54847 10.82691 -1.11753 0.043 -0.076 0.171
H -9.64926 8.77820 1.34408 0.120 0.442 0.165
H -10.34355 8.33846 -0.17359 0.713 -0.516 -0.363
H -9.09354 9.62075 -0.17000 -0.229 -0.168 0.101
H -15.11860 10.24920 0.55315 0.378 -0.135 -0.293
H -13.98332 11.65436 0.33108 -0.650 0.159 -0.526
H -15.12425 11.55706 1.68513 0.159 0.086 0.041
H -12.63666 7.76399 0.84475 -0.156 -0.271 0.024
C -2.12053 12.99055 1.11647 2.014 2.687 -1.071
C -1.25592 12.24858 0.01596 0.477 -0.133 -0.001
C -2.13792 10.98993 -0.13275 3.773 0.363 -2.352
C -1.74729 10.13914 -1.35634 1.304 0.630 1.118
C -1.91078 11.07267 -2.51323 0.636 -0.260 -1.682
C -0.93342 12.28415 -2.58524 -0.582 0.339 -0.438
N -1.13487 13.02646 -1.31963 -0.753 -0.651 1.051
O -0.27400 14.18180 -1.29013 -0.016 -0.990 0.558
C 0.50302 11.72497 -2.93480 -0.144 0.329 1.134
C -1.46294 13.26602 -3.74014 -0.200 -0.370 1.176
C 0.11145 11.81276 0.64057 -0.262 2.048 -0.422
H -2.88626 13.58929 0.62326 -0.267 -0.447 -0.087
H -1.65267 13.72584 1.77113 1.108 0.489 -0.501
H -2.54421 12.42146 1.94395 1.684 1.765 -1.214
H -2.03097 10.38458 0.76737 0.380 1.217 -1.193
H -3.20215 11.22504 -0.14805 3.155 1.633 -1.811
H -2.26276 9.18150 -1.42914 -0.336 0.244 -0.223
H -0.71406 9.80724 -1.25459 0.330 0.017 -0.026
H -2.97427 11.30957 -2.54444 4.072 0.450 -0.376
H -1.85469 10.52583 -3.45447 0.652 -0.154 -0.458
H 1.32593 12.26763 -2.46958 -0.167 0.818 -0.336
H 0.68813 10.75924 -2.46448 -0.522 -0.384 -0.249
H 0.67485 11.63414 -4.00733 -0.136 0.096 0.057
H -1.61571 12.67966 -4.64620 0.191 0.349 -0.215
H -2.39354 13.75845 -3.45802 -0.840 -1.030 0.398
H -0.99117 14.23869 -3.87960 1.465 -0.595 -0.362
H -0.13373 11.89333 1.69957 0.582 -1.357 0.363
H 0.87693 12.58563 0.57130 -0.179 0.607 -0.293
H 0.64019 10.98403 0.16968 -0.693 -0.667 0.585
H -0.89673 14.90710 -1.37815 -0.129 0.118 0.023
C -13.58142 15.06461 -3.08449 0.117 0.748 1.484
C -12.46203 14.12292 -3.41864 1.607 -0.702 -2.571
C -12.20457 14.33960 -4.93427 -1.915 -0.516 1.014
C -11.12299 13.57831 -5.44375 6.378 -1.095 -0.746
C -9.66920 14.09020 -4.82884 -2.757 -0.460 -0.361
C -9.79273 14.03423 -3.26623 0.309 -0.799 -2.409
N -11.11025 14.50399 -2.82237 -1.000 0.743 -1.985
O -11.15189 14.42639 -1.46935 -0.293 -0.430 2.618
C -9.48573 12.50276 -2.98302 -5.824 4.966 -1.184
C -8.62729 14.95498 -2.70811 -5.836 -4.982 0.682
C -12.95366 12.68057 -3.13992 -0.062 0.356 -0.119
H -13.92226 14.72229 -2.10737 -0.269 0.869 0.373
H -14.46545 15.12665 -3.71910 0.260 -0.941 -0.482
H -13.22742 16.09466 -3.12671 0.195 0.092 0.666
H -12.99956 13.87281 -5.51581 -1.113 0.916 0.274
H -12.03283 15.39471 -5.14725 -0.427 0.081 -0.044
H -11.09227 13.60136 -6.53308 0.225 0.403 -0.180
H -11.04692 12.50417 -5.27480 -0.882 -0.147 0.483
H -9.42322 15.04706 -5.28928 -0.193 0.401 0.364
H -8.86064 13.42137 -5.12378 -1.281 0.386 -0.149
H -9.21727 12.50054 -1.92660 -3.263 2.184 -0.827
H -10.39802 11.91504 -3.08500 -0.049 0.070 -0.440
H -8.59492 12.00852 -3.37066 -2.942 1.063 -3.380
H -8.53679 15.80127 -3.38906 -9.098 -5.869 -1.349
H -8.75283 15.28804 -1.67786 -0.014 0.010 0.075
H -7.76693 14.28899 -2.77404 -0.862 1.174 -0.431
H -12.83635 12.43908 -2.08351 -0.079 0.110 -0.162
H -12.52482 11.88879 -3.75415 0.524 0.146 0.119
H -14.01021 12.62976 -3.40303 -0.189 0.145 0.236
H -10.98455 15.32056 -1.16264 -0.142 0.136 0.195
C -1.57683 9.21345 4.68176 0.288 -0.345 -1.421
C -2.26747 8.14862 3.68221 2.037 -1.465 0.728
C -3.49191 7.52597 4.39764 -0.810 1.943 1.142
C -4.60529 8.56295 4.33572 0.326 -1.528 -1.780
C -5.00388 8.77399 2.86593 4.335 -2.567 -2.948
C -3.84976 9.45411 2.03982 2.530 -1.783 2.862
N -2.56107 8.62765 2.31759 -2.113 -0.011 0.005
O -1.44373 9.13470 1.56368 -0.391 -2.018 2.745
C -4.05070 9.28545 0.54983 2.454 -7.530 0.228
C -3.71846 11.01915 2.35666 1.367 -2.520 3.041
C -1.32289 6.85605 3.49831 0.459 1.042 -0.883
H -0.83329 9.81792 4.16228 0.217 -0.019 -0.544
H -0.94943 8.73670 5.43487 -0.510 -0.276 0.220
H -2.20888 9.99316 5.10681 -0.481 -0.476 0.214
H -3.70709 6.48364 4.16243 -0.240 0.312 -0.549
H -3.34772 7.57652 5.47688 1.059 -0.638 0.148
H -4.29886 9.49030 4.81969 0.646 -0.300 0.165
H -5.61680 8.44731 4.72504 1.972 -2.376 1.717
H -5.92327 9.33410 2.69534 2.894 -3.813 -1.898
H -5.09872 7.76796 2.45729 0.058 -0.333 -0.301
H -3.45075 10.01926 0.01161 -0.008 -4.462 -0.045
H -3.73375 8.35350 0.08172 -0.030 -1.245 2.113
H -5.11311 9.42139 0.34761 0.425 -0.876 0.382
H -4.66837 11.50164 2.12652 1.210 -0.275 1.573
H -3.34268 11.31796 3.33523 0.297 -1.467 -0.043
H -2.93456 11.50160 1.77286 -1.970 -3.157 -0.107
H -1.45179 6.09351 4.26644 0.169 0.373 0.236
H -0.27492 7.08481 3.30461 0.309 0.431 0.936
H -1.45795 6.36141 2.53644 -1.138 0.042 -0.072
H -1.14480 9.82079 2.16495 0.886 0.502 -0.019
```
Positions in Å, forces in eV/Å.

Results of the Löwdin charge analysis, in e, for atoms 1 through 4: number 1, C, carries -0.020; number 2, C, carries -0.477; number 3, C, carries -0.187; number 4, C, carries -0.189